1.
The following is a DFT calculation (ωB97M-V/def2-TZVPD) of C19H30N2 in the gas phase.

The geometry in XYZ format:
```
51
C19H30N2 ωB97M-V/def2-TZVPD
C 3.01447 -2.36742 -0.77711
C 2.27402 -1.74930 0.40335
C 1.46499 -2.76964 1.20560
C 0.24530 -3.35644 0.48894
C -0.82337 -2.30617 0.15228
C -0.78735 -1.87793 -1.31519
H 0.25086 -1.73671 -1.61177
H -1.20750 -2.66885 -1.94077
C -1.55769 -0.57707 -1.59395
N -0.99605 0.54325 -0.86760
C 0.17278 1.08708 -1.32297
C 0.89614 1.98553 -0.61920
C 0.48137 2.44303 0.68265
N 1.09511 3.26292 1.45776
H 1.97737 3.59432 1.07421
C -0.80847 1.90567 1.09157
C -1.48446 0.99025 0.35534
C -2.84050 0.48486 0.78426
C -3.15820 0.80239 2.24291
C -2.83336 2.25657 2.54293
C -1.33435 2.45257 2.38804
H -0.80359 1.96035 3.20825
H -1.05738 3.50652 2.43371
H -3.36922 2.90266 1.84434
H -3.14513 2.51948 3.55499
H -4.21158 0.58648 2.43458
H -2.55945 0.16113 2.89327
H -3.59668 0.95194 0.14192
H -2.91386 -0.59505 0.65372
C 2.09472 2.45289 -1.39515
H 1.93489 3.47480 -1.75314
H 3.00517 2.45039 -0.79315
C 2.17312 1.45480 -2.56010
H 2.88094 0.66286 -2.31135
H 2.50359 1.92384 -3.48535
C 0.76477 0.85320 -2.68782
H 0.17247 1.39441 -3.43329
H 0.80728 -0.19228 -2.98993
H -1.50555 -0.35204 -2.66323
H -2.60917 -0.69957 -1.34079
H -1.81465 -2.70596 0.37916
H -0.66241 -1.43489 0.78932
H -0.18846 -4.11085 1.14889
H 0.55790 -3.87198 -0.42042
H 2.12670 -3.59143 1.49172
H 1.12246 -2.29041 2.12623
H 1.62390 -0.94387 0.05856
H 3.00861 -1.29787 1.07452
H 2.32569 -2.79996 -1.49928
H 3.68277 -3.15495 -0.43484
H 3.61105 -1.61355 -1.28665
```

Calculated values
* structure (SMILES): [H]/N=c1/c2c(n(CCCCCCC)c3c1CCC3)CCCC2
* strongest force on any atom: 0.606 eV/A
* energy above the lowest of the compared OMol25 structures with the same formula, charge and spin: 9.64 kJ/mol
* HOMO level: -7.3 eV

2.
The following is a DFT calculation (ωB97M-V/def2-TZVPD) of C19H30N2O2 in the gas phase.

The geometry in XYZ format:
```
53
C19H30N2O2 ωB97M-V/def2-TZVPD
C 5.37975 1.95901 5.42400
C 4.26197 1.94263 4.39293
O 4.60920 1.00113 3.39839
C 3.76598 0.81115 2.34650
C 4.17970 -0.12405 1.39771
C 3.39882 -0.39313 0.29331
C 2.19059 0.26409 0.09880
C 1.78349 1.19193 1.04541
C 2.55339 1.46742 2.16151
H 2.20029 2.19435 2.87630
H 0.84007 1.69658 0.90479
C 1.32930 -0.00580 -1.10754
N -0.05897 -0.14884 -0.71609
C -0.31364 -1.38036 0.00230
C -1.72015 -1.35371 0.59028
N -2.69024 -1.14408 -0.46631
C -2.41543 0.12432 -1.11531
H -2.44117 0.95687 -0.38970
C -1.03252 0.07979 -1.76836
C -1.02271 -0.95566 -2.91277
H -1.63798 -1.80920 -2.62949
H 0.00002 -1.30401 -3.08201
C -1.55448 -0.36062 -4.21603
O -0.79286 0.73493 -4.66971
H 0.12452 0.45260 -4.76000
H -2.56459 0.02901 -4.07620
H -1.59100 -1.14328 -4.98915
H -0.81657 1.06604 -2.19756
H -3.17386 0.30249 -1.87654
C -4.05847 -1.24081 0.01008
C -5.03527 -1.31878 -1.14118
C -5.80448 -0.11121 -1.58528
C -6.50598 -1.22432 -0.86910
H -6.82058 -1.05217 0.14919
H -7.17770 -1.85684 -1.42872
H -5.65294 0.81486 -1.05099
H -5.99473 0.02347 -2.63949
H -4.71679 -2.01276 -1.90911
H -4.32586 -0.39616 0.67114
H -4.13216 -2.16193 0.59870
H -1.77394 -0.55279 1.35005
H -1.92769 -2.30933 1.07856
H -0.20633 -2.26692 -0.64528
H 0.41657 -1.45862 0.81209
H 1.71930 -0.89381 -1.63703
H 1.39485 0.84937 -1.78937
H 3.73522 -1.12411 -0.42851
H 5.11984 -0.62961 1.55292
H 4.14496 2.93970 3.94524
H 3.31252 1.65806 4.86830
H 5.49562 0.97073 5.86028
H 5.14854 2.67243 6.20987
H 6.31637 2.23944 4.95013
```

Calculated values
* structure (SMILES): CCOc1ccc(CN2CCN(CC3CC3)C[C@@H]2CCO)cc1
* strongest force on any atom: 0.553 eV/A
* energy above the lowest of the compared OMol25 structures with the same formula, charge and spin: 266.41 kJ/mol
* HOMO level: -8.2 eV

3.
The following is a DFT calculation (ωB97M-V/def2-TZVPD) of C19H30N2O3 in the gas phase.

The geometry in XYZ format:
```
54
C19H30N2O3 ωB97M-V/def2-TZVPD
C 2.26326 3.41436 0.18744
H 1.73499 3.89677 -0.63261
O 3.56061 3.13632 -0.28339
C 4.36981 2.48349 0.67158
H 4.34819 3.02344 1.62796
C 3.94634 1.03725 0.96615
O 3.59851 0.71201 2.08826
N 3.99269 0.16934 -0.06390
C 4.47319 0.50283 -1.38509
H 3.98601 -0.14479 -2.11185
H 5.55562 0.34964 -1.45409
H 4.23941 1.53495 -1.63149
C 3.66855 -1.22354 0.17810
H 4.45744 -1.84651 -0.25626
C 2.30775 -1.63736 -0.39434
C 2.04828 -3.12015 -0.13612
C 0.66655 -3.48592 -0.66619
C -0.38731 -2.57730 -0.04285
N -0.09475 -1.19032 -0.35413
C 1.18065 -0.80758 0.22182
H 1.35092 0.24858 -0.00086
H 1.19620 -0.92992 1.31948
C -1.17734 -0.30172 0.03027
H -0.77833 0.71221 0.12131
C -2.28545 -0.28399 -1.03262
C -3.36293 0.68478 -0.64578
C -3.36571 1.98406 -1.12093
C -4.34534 2.88792 -0.74230
C -5.33896 2.48571 0.12777
C -5.35741 1.19055 0.62031
C -4.37329 0.28627 0.24359
O -4.30894 -1.00815 0.67920
C -5.31125 -1.47892 1.54340
H -5.06513 -2.52192 1.73897
H -6.30272 -1.42326 1.08162
H -5.32047 -0.92824 2.49002
H -6.14391 0.90061 1.29940
H -6.11081 3.17728 0.43173
H -4.33127 3.89673 -1.12607
H -2.58675 2.29031 -1.80426
H -2.71600 -1.28023 -1.12836
H -1.84285 0.00122 -1.98740
H -1.61037 -0.58030 1.00452
H -1.37075 -2.82530 -0.44500
H -0.41502 -2.74216 1.05098
H 0.43455 -4.52768 -0.43843
H 0.64546 -3.35668 -1.74949
H 2.81542 -3.72961 -0.61884
H 2.09117 -3.31189 0.93861
H 2.29209 -1.46786 -1.47604
H 3.66083 -1.36345 1.26193
H 5.38828 2.50016 0.27416
H 2.29567 4.08765 1.05159
H 1.73460 2.50033 0.47856
```

Calculated values
* structure (SMILES): COCC(=O)N(C)C[C@H]1CCCN(CCc2ccccc2OC)C1
* strongest force on any atom: 0.434 eV/A
* energy above the lowest of the compared OMol25 structures with the same formula, charge and spin: 183.74 kJ/mol
* HOMO level: -8.3 eV

4.
The following is a DFT calculation (ωB97M-V/def2-TZVPD) of C19H30N4O2 in the gas phase.

The geometry in XYZ format:
```
55
C19H30N4O2 ωB97M-V/def2-TZVPD
C 1.70037 -2.54465 0.68305
N 2.19983 -1.41878 -0.07248
C 1.50744 -0.28460 -0.31966
O 1.99046 0.64585 -0.93956
C 0.06793 -0.23750 0.18327
C -0.31365 1.20772 0.48459
N -1.72930 1.38695 0.73752
C -2.69684 0.51850 0.37999
O -3.87497 0.70298 0.63562
C -2.28326 -0.75764 -0.34117
C -0.87513 -0.74190 -0.90915
H -0.81367 -0.06734 -1.76521
H -0.59311 -1.74057 -1.25053
H -3.02412 -0.93254 -1.12338
H -2.38944 -1.57037 0.38420
C -2.09121 2.65330 1.38749
C -2.62087 2.36580 2.79486
C -3.02662 3.61024 3.58117
C -4.32636 4.22995 3.06543
H -4.96560 3.42658 2.69709
C -4.14074 5.28127 1.96883
H -3.86709 6.23555 2.42638
H -5.10552 5.42492 1.47728
C -3.08495 4.94274 0.91246
C -3.04220 3.46991 0.50582
H -4.03804 3.03281 0.52827
H -2.67208 3.39533 -0.52022
H -2.09655 5.23736 1.27321
H -3.29095 5.55073 0.02881
H -4.85570 4.70565 3.89463
H -2.22265 4.34842 3.56651
H -3.17211 3.30787 4.62109
H -3.48120 1.70170 2.70940
H -1.83784 1.83270 3.34302
H -1.15855 3.22264 1.47656
H 0.23781 1.54647 1.36913
H 0.00070 1.83336 -0.36154
H -0.05603 -0.83993 1.08502
C 3.55819 -1.53653 -0.58409
C 3.67924 -2.67973 -1.53457
C 4.52802 -3.76641 -1.47149
N 4.25661 -4.54330 -2.53955
N 3.28135 -4.03317 -3.28128
C 2.91905 -2.90997 -2.69484
H 2.13996 -2.30147 -3.10744
C 4.89112 -5.77415 -2.91149
H 4.78576 -6.51809 -2.11936
H 5.95280 -5.61645 -3.11141
H 4.40406 -6.13539 -3.81462
H 5.29274 -4.02206 -0.76526
H 4.25521 -1.66596 0.25164
H 3.77792 -0.59167 -1.08921
H 2.41773 -3.35837 0.59613
H 0.74447 -2.89868 0.29626
H 1.58829 -2.29629 1.74256
```

Calculated values
* structure (SMILES): CN(Cc1cnn(C)c1)C(=O)[C@@H]1CCC(=O)N(C2CCCCCC2)C1
* strongest force on any atom: 0.843 eV/A
* energy above the lowest of the compared OMol25 structures with the same formula, charge and spin: 81.72 kJ/mol
* HOMO level: -8.9 eV

- Which of these has the lowest energy above the lowest of the compared OMol25 structures with the same formula, charge and spin?
  C19H30N2

- Among the records above, which one has the lowest strongest force on any atom?
  C19H30N2O3